No. 1
{"formula": "C20H21Cl3F3N5O4S", "method": "wB97M-V/def2-TZVPD", "elements": ["C", "C", "O", "N", "C", "C", "C", "C", "C", "C", "N", "C", "C", "C", "O", "N", "O", "C", "N", "C", "S", "C", "C", "C", "C", "O", "C", "F", "F", "F", "C", "N", "H", "H", "H", "H", "H", "H", "H", "H", "H", "H", "H", "H", "H", "H", "H", "H", "H", "H", "H", "H", "Cl", "C", "Cl", "Cl", "H"], "xyz": [[-0.43, 4.10, -0.35], [-1.02, 3.56, -1.62], [-0.54, 3.81, -2.70], [-2.16, 2.73, -1.45], [-2.54, 1.99, -2.66], [-3.44, 0.79, -2.35], [-4.53, 1.02, -1.28], [-4.47, 0.01, -0.12], [-3.10, -0.03, 0.50], [-2.64, 1.10, 1.22], [-1.47, 1.17, 1.77], [-0.66, 0.08, 1.60], [0.64, 0.12, 2.16], [0.97, 1.38, 2.92], [2.37, 1.59, 3.08], [2.57, 2.60, 4.03], [3.71, 2.75, 4.24], [1.45, -0.97, 2.00], [2.78, -1.00, 2.56], [3.70, -0.61, 1.88], [4.88, -0.04, 1.04], [1.02, -2.13, 1.30], [1.93, -3.33, 1.19], [-0.25, -2.16, 0.79], [-0.75, -3.38, 0.08], [-0.08, -3.51, -1.19], [-0.20, -4.69, -1.81], [-0.05, -4.52, -3.13], [-1.39, -5.28, -1.60], [0.75, -5.57, -1.41], [-1.11, -1.04, 0.91], [-2.36, -1.10, 0.36], [0.12, 5.01, -0.56], [-1.23, 4.33, 0.36], [0.22, 3.36, 0.11], [-2.91, 3.38, -1.22], [-3.04, 2.64, -3.39], [-1.62, 1.63, -3.12], [-3.96, 0.57, -3.28], [-2.84, -0.08, -2.13], [-5.50, 0.89, -1.75], [-4.53, 2.03, -0.88], [-4.75, -0.98, -0.46], [-5.18, 0.33, 0.65], [-3.30, 1.95, 1.32], [0.56, 2.22, 2.36], [0.45, 1.39, 3.88], [2.96, -3.03, 1.34], [1.66, -4.06, 1.95], [1.86, -3.77, 0.20], [-0.59, -4.28, 0.68], [-1.82, -3.31, -0.10], [7.37, 1.22, -0.56], [8.01, 0.07, -1.74], [9.72, 0.36, -2.03], [7.73, -1.59, -1.22], [7.48, 0.23, -2.67]], "smiles": "CC(=O)NCCCCc1cnc2c(CON=O)c(N=C=S)c(C)c(COC(F)(F)F)c2n1.ClC(Cl)Cl", "homo_ha": -0.3385, "lumo_ev": -0.50}

No. 2
{"formula": "C23H24N6O2", "method": "wB97M-V/def2-TZVPD", "elements": ["C", "H", "O", "C", "C", "N", "C", "N", "N", "N", "C", "N", "C", "C", "C", "C", "C", "C", "C", "H", "H", "C", "H", "H", "H", "H", "H", "H", "C", "C", "C", "C", "C", "C", "C", "C", "N", "C", "O", "H", "H", "H", "C", "H", "H", "H", "H", "H", "H", "H", "H", "H", "H", "H", "H"], "xyz": [[3.38, 4.37, 1.44], [4.28, 4.10, 1.72], [2.91, 3.46, 0.24], [3.02, 2.22, 0.62], [1.88, 1.84, 1.68], [0.81, 2.41, 1.65], [-0.22, 2.17, 1.00], [-1.25, 3.08, 1.05], [-0.69, 3.82, 2.03], [0.44, 3.36, 2.39], [-0.36, 1.12, -0.46], [0.72, 1.07, -1.29], [1.28, 0.00, -1.25], [1.63, -1.32, -0.55], [2.44, -2.13, -0.94], [3.42, -2.05, -1.86], [3.14, -0.89, -2.60], [2.34, 0.06, -2.31], [1.99, 1.29, -3.19], [1.84, 1.19, -4.05], [2.89, 2.10, -3.10], [1.10, 1.93, -2.16], [1.27, 2.85, -1.80], [0.14, 2.05, -2.70], [3.84, -0.70, -3.89], [4.00, -2.89, -2.26], [2.49, -3.04, -0.13], [1.01, -1.48, 0.22], [-1.08, -0.11, 0.23], [-1.89, -0.91, -0.69], [-2.51, -2.10, -0.51], [-3.33, -2.75, -1.36], [-3.90, -4.05, -0.91], [-3.89, -4.30, 0.53], [-3.12, -3.59, 1.42], [-2.35, -2.61, 0.82], [-1.82, -1.65, 1.69], [-0.88, -0.71, 1.67], [-0.31, -0.03, 2.34], [-1.46, -2.02, 2.76], [-3.05, -4.06, 2.55], [-4.07, -5.33, 0.90], [-4.65, -4.76, -1.79], [-5.78, -4.81, -1.40], [-4.25, -5.76, -1.96], [-4.82, -4.51, -2.83], [-3.43, -2.57, -2.23], [-2.11, -0.59, -1.67], [-1.30, 1.67, -1.10], [2.09, 0.68, 1.53], [2.41, 1.90, 2.60], [4.08, 1.98, 0.92], [2.80, 1.61, -0.46], [3.33, 5.39, 1.10], [2.63, 4.29, 2.36]], "de_lowest_kcal_mol": 535.1, "homo_ha": -0.2634, "lumo_ev": -0.41}

No. 3
{"formula": "C36H30Cl5N2P2Pt", "method": "wB97M-V/def2-TZVPD", "elements": ["Pt", "C", "C", "P", "C", "C", "C", "C", "C", "C", "C", "C", "C", "C", "C", "C", "C", "P", "C", "C", "C", "C", "C", "C", "C", "C", "C", "C", "C", "C", "H", "H", "H", "H", "H", "H", "H", "H", "H", "H", "H", "H", "H", "H", "H", "H", "H", "H", "H", "H", "H", "H", "H", "H", "H", "H", "Cl", "C", "C", "C", "Cl", "C", "Cl", "C", "Cl", "C", "Cl", "N", "C", "C", "N", "C", "H", "H", "H", "H"], "xyz": [[0.89, -1.69, -0.54], [-0.73, 2.16, -0.90], [-2.01, 1.33, -1.14], [-2.71, 0.49, 0.29], [-1.79, 0.46, 1.81], [-1.67, 1.71, 2.43], [-1.08, 1.79, 3.68], [-0.63, 0.64, 4.31], [-0.76, -0.60, 3.70], [-1.33, -0.70, 2.44], [-4.40, 0.73, 0.55], [-5.25, 1.12, -0.51], [-6.60, 1.27, -0.27], [-7.11, 1.03, 1.01], [-6.28, 0.64, 2.05], [-4.93, 0.48, 1.83], [0.49, 1.64, -1.68], [1.57, 0.42, -0.85], [3.12, 0.39, -1.75], [3.40, 1.32, -2.75], [4.65, 1.32, -3.36], [5.62, 0.40, -2.96], [5.33, -0.52, -1.96], [4.09, -0.53, -1.36], [1.94, 1.17, 0.76], [2.33, 0.37, 1.83], [2.80, 0.93, 3.00], [2.88, 2.31, 3.13], [2.48, 3.12, 2.08], [2.02, 2.56, 0.90], [-0.49, 2.24, 0.16], [-0.94, 3.17, -1.24], [-1.80, 0.55, -1.87], [-2.82, 1.93, -1.57], [-2.06, 2.61, 1.97], [-0.98, 2.75, 4.17], [-0.19, 0.71, 5.30], [-0.44, -1.50, 4.21], [-1.46, -1.67, 1.99], [-4.87, 1.29, -1.51], [-7.26, 1.58, -1.07], [-8.17, 1.16, 1.19], [-6.69, 0.46, 3.04], [-4.27, 0.18, 2.64], [1.16, 2.49, -1.84], [0.23, 1.28, -2.67], [2.67, 2.04, -3.09], [4.87, 2.03, -4.14], [6.59, 0.41, -3.43], [6.08, -1.24, -1.66], [3.87, -1.27, -0.60], [2.27, -0.70, 1.73], [3.12, 0.29, 3.82], [3.25, 2.75, 4.05], [2.55, 4.20, 2.17], [1.76, 3.23, 0.09], [-2.47, -1.62, -0.46], [-1.71, -1.56, -2.06], [-0.31, -1.57, -2.14], [0.18, -1.74, -3.44], [1.87, -1.96, -3.67], [-0.66, -1.77, -4.56], [0.00, -1.93, -6.12], [-2.05, -1.66, -4.42], [-3.07, -1.64, -5.78], [-2.60, -1.58, -3.14], [-4.28, -1.44, -2.91], [3.22, -4.47, 1.85], [2.35, -5.21, 1.09], [1.60, -4.31, 0.41], [2.00, -3.02, 0.76], [2.99, -3.17, 1.63], [3.93, -4.84, 2.46], [2.34, -6.29, 1.10], [0.81, -4.50, -0.31], [3.56, -2.39, 2.09]], "de_lowest_kcal_mol": 0.0, "homo_ha": -0.5993, "charge": 3, "lumo_ev": -9.77}